ORCA calculation (wB97M-V/def2-TZVPD) on a 2-piece molecular cluster, C3H4ClP overall in a non-equilibrium geometry.

```
9
Properties=species:S:1:pos:R:3:forces:R:3
C 0.23478 -0.93645 -1.39335 -0.31 -0.51 3.14
C -0.18754 -0.50616 -0.20653 0.77 -1.14 1.26
C -0.78049 0.47144 0.71040 -3.81 0.29 0.32
P 1.04474 -1.80522 -0.13112 -0.21 2.22 -0.17
Cl 2.44459 1.03049 0.42339 -0.12 -1.07 -0.16
H 0.04978 -0.67830 -2.34838 -0.12 0.58 -3.22
H 0.00970 1.06690 1.02850 1.93 0.91 0.66
H -1.33044 0.13453 1.68262 1.19 -0.15 -1.94
H -1.48511 1.22279 0.23447 0.68 -1.14 0.11
```
Positions in Å, forces in eV/Å.

As for the HOMO-LUMO gap: 6.64 eV. The multiplicity is 1.

ORCA calculation (wB97M-V/def2-TZVPD) on an isolated ion of composition C10H14F5N2 and charge +1 in a non-equilibrium geometry.

```
31
Properties=species:S:1:pos:R:3:forces:R:3
C 2.66169 -1.23210 0.74458 -0.23 1.30 -0.53
C 2.94135 0.33843 0.85199 1.10 -0.72 0.05
C 2.71947 1.10275 -0.50452 0.49 -0.39 0.31
C 1.30260 0.88694 -1.16904 0.57 1.52 0.23
C 0.10553 0.97920 -0.19508 -1.39 -1.77 -1.07
N -0.10876 1.74135 0.90757 0.08 0.72 0.78
C -1.37364 1.54524 1.49352 -0.53 -2.92 -3.43
F -1.87286 2.13632 2.57044 1.30 -0.53 -1.51
C -1.95356 0.56286 0.61916 -0.29 1.64 2.69
C -3.40288 0.07973 0.88405 -0.90 0.66 -0.71
F -4.00708 -0.08036 -0.34768 0.66 -0.36 1.79
F -3.49301 -1.03824 1.65320 0.21 1.08 -1.32
F -4.12234 1.04836 1.54213 1.26 -1.16 -0.83
N -1.04032 0.21725 -0.40464 0.55 1.84 1.85
C -1.32380 -0.74119 -1.49217 -0.85 -1.55 -1.32
C -1.92036 -2.12159 -0.97721 0.48 -0.60 -0.03
F -3.15343 -2.41829 -1.59751 1.24 0.73 0.82
H 1.55889 -1.40006 0.85934 0.95 -0.25 0.03
H 2.95233 -1.52760 -0.30387 -0.19 -0.04 1.13
H 3.26258 -1.80494 1.49818 -0.79 0.50 -0.74
H 4.04626 0.41615 1.07846 -1.17 0.20 -0.19
H 2.42548 0.80316 1.73745 0.29 -0.45 -0.90
H 3.47532 0.68325 -1.23225 -0.86 0.48 0.66
H 3.00938 2.18577 -0.38589 -0.63 -0.99 -0.12
H 1.16729 1.72297 -1.92075 -0.01 -0.90 0.69
H 1.33869 -0.05502 -1.76880 -0.51 0.67 0.92
H 0.55368 2.42412 1.29172 -0.11 -0.49 -0.42
H -2.08036 -0.34715 -2.23239 0.76 -0.01 1.03
H -0.42122 -1.00092 -2.09971 -0.56 0.72 0.91
H -1.99637 -2.11692 0.13948 -0.38 -0.03 -0.95
H -1.25057 -2.98948 -1.23981 -0.52 1.07 0.16
```
Positions in Å, forces in eV/Å.

As for the HOMO-LUMO gap: 10.53 eV. The multiplicity is 1. The charge is +1. Its SMILES is CCCCc1[nH]c(F)c(C(F)(F)F)[n+]1CCF.

ORCA calculation (wB97M-V/def2-TZVPD) on a 3-piece molecular cluster, C2H8O4 overall in a non-equilibrium geometry.

```
14
Properties=species:S:1:pos:R:3:forces:R:3
O 0.00815 -0.01339 0.65575 -0.32 0.02 -1.10
C -0.58926 0.07375 -0.45221 -2.72 -1.18 -0.70
O -1.50984 -0.88933 -0.78609 2.20 1.04 3.10
C -0.51559 1.23482 -1.37490 -0.83 3.08 2.98
H -1.63388 -1.48687 0.04963 0.08 0.60 -2.06
H 0.46671 1.72814 -1.34826 -0.10 -0.57 -0.82
H -1.13572 2.17474 -0.83673 1.22 -2.60 -0.83
H -1.11388 1.07497 -2.24691 0.33 -0.43 -0.87
H -0.56027 -2.77874 1.29701 -0.73 -0.53 0.79
H 0.51187 -3.38904 0.59484 -1.48 -1.48 -0.01
O -0.44440 -3.62416 0.83438 2.29 2.11 -0.55
H 1.85815 1.51101 0.70080 0.06 -0.55 -0.63
H 2.21010 2.18925 1.90743 0.03 0.51 2.07
O 2.44786 2.19484 1.00527 -0.04 -0.02 -1.37
```
Positions in Å, forces in eV/Å.

As for the HOMO-LUMO gap (alpha / beta): 9.63 / 4.51 eV. The multiplicity is 2. The charge is +1.

ORCA calculation (wB97M-V/def2-TZVPD) on C11H9ClNO2PtS3 as an isolated structure.

```
28
Properties=species:S:1:pos:R:3:forces:R:3
Pt 0.86506 -1.29875 2.00868 0.47 -0.26 -0.18
Cl 1.56885 5.08513 -1.98055 -0.02 -0.04 0.03
C 1.00946 3.56915 -1.29971 -0.12 0.04 -0.02
C -0.38407 3.33264 -1.20163 0.06 0.12 -0.03
C -0.85383 2.16333 -0.69944 0.06 -0.17 0.05
C 0.02540 1.09021 -0.26549 0.03 0.06 -0.05
O -0.43379 -0.01049 0.10523 -0.17 0.10 -0.27
C 1.43993 1.39812 -0.32109 0.00 0.12 0.10
C 2.46896 0.53929 0.15414 0.03 -0.12 -0.10
O 2.41449 -0.56529 0.71741 0.05 0.21 0.07
C 1.88635 2.63413 -0.85871 0.01 -0.06 0.01
H -1.06900 4.10592 -1.52872 0.00 -0.01 0.00
H -1.91787 1.98104 -0.61152 0.00 0.00 -0.01
H 3.48626 0.93008 -0.02150 0.02 -0.04 -0.06
H 2.95207 2.82722 -0.91197 0.00 -0.01 0.01
S -0.13276 -1.00669 6.39437 0.02 0.07 -0.17
C 0.23137 -1.08384 4.79091 -0.06 -0.23 0.17
S 1.57861 -0.40854 3.95422 0.19 0.36 0.02
S -0.60998 -1.93352 3.53628 -0.54 -0.26 0.46
C -1.80681 -2.58396 -2.34112 0.03 0.04 -0.02
C -1.97315 -2.53163 -0.82364 0.04 -0.01 0.13
C -0.72013 -2.76722 -0.11436 0.03 0.01 -0.03
N 0.27582 -2.89731 0.44428 -0.12 0.04 -0.07
H -2.72872 -2.25756 -2.82056 -0.01 -0.02 -0.01
H -1.57819 -3.59334 -2.68261 0.01 0.00 0.02
H -1.00186 -1.92331 -2.65990 -0.02 0.03 0.03
H -2.71045 -3.25535 -0.47247 0.01 0.01 -0.01
H -2.28202 -1.53945 -0.49054 0.00 0.04 -0.04
```
Positions in Å, forces in eV/Å.

As for the HOMO-LUMO gap: 6.94 eV. The multiplicity is 1. The charge is -1.

ORCA calculation (wB97M-V/def2-TZVPD) on C8H20Cl2N4O2SSiTc as an isolated structure.

```
39
Properties=species:S:1:pos:R:3:forces:R:3
Tc -0.86808 0.37961 -0.02420 -0.16 -0.45 -0.11
Cl 2.58189 1.51869 0.60595 -0.01 -0.01 -0.05
C 1.68460 2.90971 1.19025 -0.11 0.00 0.04
Cl -0.08890 2.77296 0.87101 0.01 0.17 0.01
H 2.00765 3.80619 0.67471 0.04 -0.02 0.01
H 1.79370 2.98433 2.26544 0.03 0.02 -0.02
C 1.58914 -0.06502 -4.71615 0.00 -0.01 -0.02
C 0.65199 -0.92262 -3.95783 0.03 -0.04 0.00
N 0.18884 -2.07190 -4.32164 0.02 -0.01 -0.01
N -0.62591 -2.47780 -3.30556 -0.04 0.06 0.06
C -0.69267 -1.60943 -2.31031 0.03 -0.06 -0.11
S -1.62966 -1.66982 -0.86961 0.12 0.15 -0.03
N 0.12440 -0.60488 -2.70753 -0.07 -0.05 0.02
N 0.35301 0.52797 -1.91096 0.01 0.03 0.02
H 1.82615 -0.56621 -5.65124 0.01 0.00 0.00
H 2.51673 0.09261 -4.16349 0.00 0.01 0.00
H 1.14220 0.90303 -4.94791 0.00 0.01 0.01
H -1.11089 -3.36203 -3.37906 0.00 0.00 0.00
H 0.06801 1.36457 -2.42056 -0.04 0.01 -0.01
H 1.34983 0.60107 -1.69745 -0.02 -0.01 0.05
C -3.34785 1.82054 -1.31743 -0.03 -0.09 0.34
O -2.03990 1.36415 -0.96575 0.19 0.33 -0.47
H -3.35847 2.90590 -1.23540 -0.04 -0.02 -0.03
H -4.08101 1.38235 -0.64181 -0.04 0.02 -0.06
H -3.53584 1.51503 -2.34561 -0.03 0.01 0.02
C 0.50555 0.67498 4.07820 -0.02 0.03 0.11
Si 0.17656 -0.85876 3.10424 0.01 0.07 -0.33
C -1.34157 -1.78763 3.57980 -0.03 0.00 0.12
C 1.66495 -1.89915 2.78092 0.02 -0.02 0.11
O -0.22530 -0.23366 1.46397 0.11 -0.12 0.46
H 0.67765 0.39884 5.12221 0.00 0.00 0.00
H -0.33697 1.36826 4.06947 -0.02 -0.02 -0.02
H 1.40275 1.19787 3.74294 0.02 -0.05 -0.03
H -1.20275 -2.19501 4.58526 0.00 -0.01 0.00
H -1.54115 -2.63271 2.91964 0.03 0.02 -0.04
H -2.22649 -1.15032 3.61610 0.01 0.02 -0.02
H 1.99364 -2.33346 3.72952 0.03 -0.02 -0.01
H 2.50022 -1.31998 2.38524 -0.02 0.02 0.00
H 1.45391 -2.72825 2.10462 -0.03 0.01 -0.01
```
Positions in Å, forces in eV/Å.

As for the HOMO-LUMO gap (alpha / beta): 7.61 / 8.24 eV. The multiplicity is 2. The charge is +2.

ORCA calculation (wB97M-V/def2-TZVPD) on one molecule with the formula C4H7NS in a non-equilibrium geometry.

```
13
Properties=species:S:1:pos:R:3:forces:R:3
C -1.63984 -0.56476 -0.87576 -1.67 -0.96 -1.17
C -1.16722 -0.64841 0.35148 -0.04 0.93 0.80
C -0.02618 0.08381 1.02901 0.79 0.38 -1.23
N 0.79079 0.89244 0.05508 -2.51 -0.02 1.68
C 1.92146 0.50575 -0.46873 1.10 -1.30 0.07
S 2.83969 -0.79031 -0.02735 -0.12 0.03 -0.06
H -1.28330 0.03002 -1.72652 0.26 -0.20 0.65
H -2.56567 -1.19091 -1.12566 1.45 0.98 0.37
H -1.73707 -1.21516 1.07653 0.00 -0.35 -0.03
H -0.39569 0.74357 1.84890 0.35 -0.55 -0.57
H 0.66421 -0.68423 1.38890 -0.07 0.29 0.39
H 0.35058 1.75337 -0.22848 0.18 -0.05 -0.34
H 2.24824 1.08480 -1.29741 0.28 0.83 -0.56
```
Positions in Å, forces in eV/Å.

As for the HOMO-LUMO gap: 9.01 eV. The multiplicity is 1. Its SMILES is C=CCNC=S.

no.,calculated total energy (hartree)
1,-918.1350
2,-998.0011
3,-381.5402
4,-2403.9750
5,-2374.6608
6,-609.5131